{
  "formula": "C4H12N2",
  "method": "ωB97M-V with the def2-TZVPD basis set",
  "symbols": ["C", "C", "N", "H", "H", "H", "H", "H", "C", "C", "N", "H", "H", "H", "H", "H", "H", "H"],
  "coordinates": [[2.7485, -2.7147, -0.3090], [1.7440, -1.7603, -0.3043], [1.0887, -1.1967, -1.4748], [2.5485, -3.6552, -0.8454], [3.8055, -2.5106, 0.0158], [1.3041, -1.1099, 0.5391], [0.0909, -1.4846, -1.5623], [1.0467, -0.1882, -1.5914], [-2.4432, 1.2341, 1.5049], [-1.4316, 1.1861, 0.3870], [-1.0129, 2.6419, 0.1656], [-3.0872, 2.0247, 1.3631], [-3.0917, 0.3754, 1.6273], [-1.8868, 1.4591, 2.4580], [-0.5082, 0.5419, 0.3907], [-2.1854, 0.7006, -0.2766], [-1.7278, 3.3164, 0.0802], [-0.5457, 2.7430, -0.7061]],
  "smiles": "C=CN.CCN",
  "lumo_energy_ev": 0.4,
  "e_above_lowest_kcal_mol": 102.6,
  "energy_ev": -7318.5786
}